DFT (ωB97M-V/def2-TZVPD) results for the ion C5H13N3 with charge +2 in a non-equilibrium geometry.

Results
F_max   3.44 eV Å⁻¹
Net charge   +2
HOMO energy (alpha / beta)   -19.316 / -18.836 eV
Relative energy (zero: lowest compared OMol25 entry of this formula, charge and spin)   3.6798 eV
Calculated total energy   -361.78694 Eh

Each line ends with the natural charge from an NBO analysis.
CARTESIAN COORDINATES (ANGSTROEM)
1 C 1.367 -0.167 1.242  -0.470
2 N 0.965 -0.260 -0.136  -0.053
3 C 1.607 -1.184 -1.030  -0.476
4 C 0.596 1.072 -0.617  -0.278
5 C -0.631 1.687 0.084  -0.239
6 N -1.757 0.770 0.095  -0.526
7 C -1.625 -0.517 -0.001  0.631
8 N -2.563 -1.430 0.128  -0.732
9 H 1.659 -1.075 1.688  0.266
10 H 2.271 0.525 1.281  0.276
11 H 0.627 0.323 1.862  0.244
12 H 1.293 -1.103 -2.060  0.266
13 H 2.762 -1.168 -0.896  0.307
14 H 1.419 -2.234 -0.606  0.279
15 H 0.403 1.060 -1.702  0.262
16 H 1.518 1.740 -0.345  0.295
17 H -0.556 1.778 1.122  0.235
18 H -0.800 2.654 -0.229  0.276
19 H -2.586 1.308 -0.280  0.481
20 H -3.462 -1.434 0.759  0.489
21 H -2.506 -2.344 -0.359  0.469